(1)
The following is a quantum chemistry calculation of C4H12FInO4 as an isolated structure at a distorted geometry, from OMol25.

E_HOMO: -18.74 eV
gap between HOMO and LUMO: 6.6522 eV

```
! wB97M-V def2-TZVPD RIJCOSX def2/J DEFGRID3
* xyz 2 1
In -9.566 4.503 -30.712
F -10.854 4.327 -28.998
C -7.897 6.812 -31.075
C -7.003 5.603 -31.286
O -7.441 4.458 -30.578
O -9.234 6.682 -31.559
H -7.462 7.647 -31.625
H -7.932 7.109 -30.027
H -5.976 5.813 -30.987
H -6.859 5.350 -32.337
H -6.769 3.773 -30.607
H -9.538 7.592 -31.593
C -10.065 7.081 -29.409
C -9.301 6.223 -28.367
O -8.411 5.341 -29.082
O -10.921 6.304 -30.295
H -9.392 7.775 -29.912
H -10.733 7.771 -28.894
H -10.050 5.568 -27.920
H -8.814 6.937 -27.703
H -7.511 5.633 -28.920
H -11.543 6.970 -30.597
*
```

So, what does the Mulliken scheme give us? The charges, in e, come out as: atom 1 (In): 1.645, atom 2 (F): -0.545, atom 3 (C): -0.238, atom 4 (C): -0.735, atom 5 (O): -0.462, atom 6 (O): -0.590, atom 7 (H): 0.520, atom 8 (H): 0.312, atom 9 (H): 0.475, atom 10 (H): 0.421, atom 11 (H): 0.344, atom 12 (H): 0.435, atom 13 (C): -0.737, atom 14 (C): -0.505, atom 15 (O): -0.503, atom 16 (O): -0.495, atom 17 (H): 0.445, atom 18 (H): 0.616, atom 19 (H): 0.412, atom 20 (H): 0.394, atom 21 (H): 0.379, atom 22 (H): 0.413

---

(2)
The following is a quantum chemistry calculation of an isolated ion of composition C4H12IN2 and charge +1 at a distorted geometry, from OMol25.

SMILES: CC[C@](N)(I)[NH2+]C
E_HOMO: -13.74 eV
gap between HOMO and LUMO: 9.5737 eV

```
! wB97M-V def2-TZVPD RIJCOSX def2/J DEFGRID3
* xyz 1 1
C 1.344 -1.145 1.028
C 0.440 -1.253 -0.194
C 0.128 0.082 -0.833
N -1.197 0.035 -1.808
I 1.881 0.793 -2.065
N -0.184 1.191 0.112
C -1.169 0.999 1.157
H 1.484 -2.178 1.386
H 2.177 -0.503 0.776
H 0.889 -0.497 1.753
H 0.933 -1.933 -1.076
H -0.467 -1.765 0.209
H -0.923 0.564 -2.669
H -1.250 -0.886 -2.159
H -0.479 2.032 -0.463
H 0.654 1.487 0.613
H -2.129 0.900 0.778
H -0.974 0.156 1.820
H -1.157 1.921 1.635
*
```

So, what does the Mulliken scheme give us? The charges, in e, come out as: atom 1 (C): -1.297, atom 2 (C): -0.395, atom 3 (C): -0.191, atom 4 (N): -0.663, atom 5 (I): 0.259, atom 6 (N): -0.156, atom 7 (C): -1.096, atom 8 (H): 0.356, atom 9 (H): 0.343, atom 10 (H): 0.366, atom 11 (H): 0.373, atom 12 (H): 0.382, atom 13 (H): 0.336, atom 14 (H): 0.280, atom 15 (H): 0.441, atom 16 (H): 0.467, atom 17 (H): 0.379, atom 18 (H): 0.389, atom 19 (H): 0.428

---

(3)
The following is a quantum chemistry calculation of an isolated ion of composition C4H12IN2S and charge +1 at a distorted geometry, from OMol25.

E_HOMO: -12.69 eV
gap between HOMO and LUMO: 6.7659 eV

```
! wB97M-V def2-TZVPD RIJCOSX def2/J DEFGRID3
* xyz 1 1
C 0.669 1.641 1.955
C 0.930 1.304 -0.604
C 0.005 1.160 0.653
C 0.330 1.037 -1.927
N -1.218 -3.841 -0.394
N -0.475 -0.246 0.651
S -2.041 -2.539 -1.132
I -0.169 -1.094 -2.171
H 1.301 2.506 1.816
H 1.333 0.845 2.364
H -0.003 2.043 2.720
H 1.877 0.609 -0.375
H 1.423 2.279 -0.593
H -0.953 1.619 0.442
H -0.552 1.650 -2.114
H -1.096 -4.574 -1.013
H -1.187 -4.106 0.534
H 0.090 -1.095 0.745
H 0.942 1.158 -2.827
H -1.205 -0.357 1.268
*
```

So, what does the Mulliken scheme give us? The charges, in e, come out as: atom 1 (C): -1.368, atom 2 (C): -0.670, atom 3 (C): 0.354, atom 4 (C): -0.923, atom 5 (N): -0.366, atom 6 (N): -0.468, atom 7 (S): 0.078, atom 8 (I): 0.473, atom 9 (H): 0.362, atom 10 (H): 0.320, atom 11 (H): 0.360, atom 12 (H): 0.285, atom 13 (H): 0.424, atom 14 (H): 0.294, atom 15 (H): 0.408, atom 16 (H): 0.277, atom 17 (H): 0.264, atom 18 (H): 0.295, atom 19 (H): 0.448, atom 20 (H): 0.155

---

(4)
The following is a quantum chemistry calculation of a 3-piece molecular cluster, C4H12IO3 overall, from OMol25.

E_HOMO: -4.15 eV
gap between HOMO and LUMO: 7.4482 eV

```
! wB97M-V def2-TZVPD RIJCOSX def2/J DEFGRID3
* xyz -1 1
I 0.108 -1.885 -1.828
C 2.159 -3.265 1.703
C 0.813 -3.166 2.396
O -0.268 -3.523 1.561
H 2.062 -2.905 0.672
H 2.575 -4.273 1.642
H 2.908 -2.611 2.158
H 0.682 -2.141 2.775
H 0.745 -3.822 3.269
H -0.099 -3.126 0.691
C -1.476 2.454 -1.425
C -1.332 3.858 -1.971
O -0.988 4.783 -0.948
O -0.227 1.828 -1.308
H -2.219 1.838 -1.950
H -1.955 2.563 -0.433
H -2.319 4.168 -2.323
H -0.629 3.924 -2.804
H -0.208 4.436 -0.503
H -0.332 0.867 -1.374
*
```

So, what does the Mulliken scheme give us? The charges, in e, come out as: atom 1 (I): -0.778, atom 2 (C): -0.810, atom 3 (C): -0.171, atom 4 (O): -0.468, atom 5 (H): 0.194, atom 6 (H): 0.233, atom 7 (H): 0.271, atom 8 (H): 0.211, atom 9 (H): 0.245, atom 10 (H): 0.172, atom 11 (C): -0.382, atom 12 (C): -0.358, atom 13 (O): -0.535, atom 14 (O): -0.425, atom 15 (H): 0.359, atom 16 (H): 0.264, atom 17 (H): 0.271, atom 18 (H): 0.257, atom 19 (H): 0.322, atom 20 (H): 0.128

---

(5)
The following is a quantum chemistry calculation of a 3-piece molecular cluster, C4H12IO4 overall at a distorted geometry, from OMol25.

E_HOMO: -4.56 eV
gap between HOMO and LUMO: 7.9677 eV

```
! wB97M-V def2-TZVPD RIJCOSX def2/J DEFGRID3
* xyz -1 1
I 0.809 -0.822 -2.188
C -3.403 -0.345 -0.515
C -3.127 -1.793 -0.376
O -1.847 -1.966 0.201
O -2.951 0.221 -1.661
H -3.037 0.196 0.358
H -4.484 -0.211 -0.549
H -3.230 -2.449 -1.241
H -3.864 -1.977 0.406
H -1.197 -1.899 -0.502
H -2.032 0.061 -1.885
C 2.782 1.863 0.602
C 2.489 0.675 1.440
O 2.910 -0.470 0.764
O 4.174 2.201 0.669
H 2.175 2.739 0.831
H 2.367 1.657 -0.385
H 1.406 0.670 1.563
H 2.973 0.694 2.417
H 2.574 -0.488 -0.135
H 4.514 1.444 0.186
*
```

So, what does the Mulliken scheme give us? The charges, in e, come out as: atom 1 (I): -0.723, atom 2 (C): -0.290, atom 3 (C): -0.384, atom 4 (O): -0.450, atom 5 (O): -0.485, atom 6 (H): 0.222, atom 7 (H): 0.288, atom 8 (H): 0.280, atom 9 (H): 0.256, atom 10 (H): 0.178, atom 11 (H): 0.227, atom 12 (C): -0.408, atom 13 (C): -0.225, atom 14 (O): -0.462, atom 15 (O): -0.526, atom 16 (H): 0.340, atom 17 (H): 0.226, atom 18 (H): 0.223, atom 19 (H): 0.245, atom 20 (H): 0.140, atom 21 (H): 0.329

---

(6)
The following is a quantum chemistry calculation of C4H12KO4 as an isolated structure at a distorted geometry, from OMol25.

E_HOMO: -14.09 eV
gap between HOMO and LUMO: 10.8203 eV

```
! wB97M-V def2-TZVPD RIJCOSX def2/J DEFGRID3
* xyz 1 1
K 1.910 -0.439 0.281
C 0.326 0.220 2.744
C -0.448 0.645 1.557
O 0.208 1.711 0.827
O 1.634 -0.153 2.425
H -0.071 -0.623 3.310
H 0.273 0.942 3.558
H -1.381 0.906 2.056
H -0.545 -0.135 0.802
H 0.868 2.085 1.415
H 2.166 -0.220 3.222
C -0.758 -0.028 -1.558
C -0.995 -1.103 -2.673
O 0.262 -1.142 -3.425
O 0.458 -0.214 -0.835
H -1.575 -0.050 -0.836
H -0.811 1.008 -1.890
H -1.737 -0.743 -3.385
H -1.268 -2.068 -2.246
H 0.310 -0.297 -3.878
H 1.172 -0.301 -1.471
*
```

So, what does the Mulliken scheme give us? The charges, in e, come out as: atom 1 (K): 0.976, atom 2 (C): -0.459, atom 3 (C): -0.459, atom 4 (O): -0.360, atom 5 (O): -0.597, atom 6 (H): 0.456, atom 7 (H): 0.411, atom 8 (H): 0.251, atom 9 (H): 0.373, atom 10 (H): 0.297, atom 11 (H): 0.298, atom 12 (C): -0.488, atom 13 (C): -0.523, atom 14 (O): -0.552, atom 15 (O): -0.816, atom 16 (H): 0.366, atom 17 (H): 0.323, atom 18 (H): 0.338, atom 19 (H): 0.317, atom 20 (H): 0.324, atom 21 (H): 0.523

---

(7)
The following is a quantum chemistry calculation of one molecule with the formula C4H12N2 at a distorted geometry, from OMol25.

SMILES: NCCCCN
E_HOMO: -9.05 eV
gap between HOMO and LUMO: 9.9832 eV

```
! wB97M-V def2-TZVPD RIJCOSX def2/J DEFGRID3
* xyz 0 1
N 1.500 -0.334 1.387
C 1.616 -0.508 -0.058
C 0.368 -0.921 -0.860
C -0.993 -0.670 -0.151
C -1.375 0.748 0.257
N -0.445 1.786 -0.196
H 0.948 -1.087 1.787
H 1.004 0.536 1.534
H 1.970 0.493 -0.350
H 2.475 -1.118 -0.373
H 0.418 -0.601 -1.900
H 0.365 -2.021 -0.868
H -1.660 -1.085 -0.932
H -1.067 -1.429 0.629
H -1.375 0.646 1.345
H -2.386 0.974 -0.086
H -0.517 1.898 -1.204
H -0.845 2.692 0.041
*
```

So, what does the Mulliken scheme give us? The charges, in e, come out as: atom 1 (N): -0.668, atom 2 (C): -0.632, atom 3 (C): -0.601, atom 4 (C): -0.549, atom 5 (C): -0.811, atom 6 (N): -0.542, atom 7 (H): 0.265, atom 8 (H): 0.319, atom 9 (H): 0.300, atom 10 (H): 0.366, atom 11 (H): 0.353, atom 12 (H): 0.351, atom 13 (H): 0.300, atom 14 (H): 0.374, atom 15 (H): 0.314, atom 16 (H): 0.405, atom 17 (H): 0.210, atom 18 (H): 0.247

---

(8)
The following is a quantum chemistry calculation of C4H12N2 as an isolated structure at a distorted geometry, from OMol25.

E_HOMO: -8.39 eV
gap between HOMO and LUMO: 8.6162 eV

```
! wB97M-V def2-TZVPD RIJCOSX def2/J DEFGRID3
* xyz 0 1
C -1.873 0.429 -0.273
C -0.728 1.432 -0.038
C 0.636 0.810 0.436
C 2.247 -0.923 0.032
N 1.086 -0.225 -0.492
N -1.639 -1.388 0.031
H -2.511 0.465 0.592
H -1.666 -0.730 -0.789
H -0.522 2.042 -0.917
H -1.153 2.038 0.762
H 0.425 0.353 1.415
H 1.402 1.584 0.488
H 2.029 -1.457 0.971
H 2.539 -1.676 -0.703
H 3.096 -0.259 0.215
H 0.312 -0.878 -0.421
H -1.241 -2.309 -0.139
H -2.439 0.691 -1.170
*
```

So, what does the Mulliken scheme give us? The charges, in e, come out as: atom 1 (C): -0.337, atom 2 (C): -0.539, atom 3 (C): -0.557, atom 4 (C): -0.946, atom 5 (N): -0.439, atom 6 (N): -0.797, atom 7 (H): 0.260, atom 8 (H): 0.167, atom 9 (H): 0.414, atom 10 (H): 0.290, atom 11 (H): 0.309, atom 12 (H): 0.429, atom 13 (H): 0.336, atom 14 (H): 0.321, atom 15 (H): 0.308, atom 16 (H): 0.268, atom 17 (H): 0.198, atom 18 (H): 0.312

---

(9)
The following is a quantum chemistry calculation of one molecule with the formula C4H12N2 at a distorted geometry, from OMol25.

SMILES: CNCCNC
E_HOMO: -8.33 eV
gap between HOMO and LUMO: 9.4307 eV

```
! wB97M-V def2-TZVPD RIJCOSX def2/J DEFGRID3
* xyz 0 1
C 2.116 -0.669 1.537
N 1.188 0.077 0.829
C 1.144 0.170 -0.650
C -0.316 -0.176 -1.150
N -1.408 0.731 -0.513
C -2.741 0.014 -0.316
H 3.189 -0.470 1.416
H 2.062 -1.886 1.480
H 1.989 -0.635 2.713
H 0.981 1.019 1.311
H 1.327 1.218 -0.758
H 1.671 -0.586 -1.103
H -0.171 0.075 -2.150
H -0.374 -1.288 -1.115
H -1.086 1.038 0.444
H -3.484 0.917 -0.209
H -3.112 -0.385 -1.229
H -2.672 -0.711 0.473
*
```

So, what does the Mulliken scheme give us? The charges, in e, come out as: atom 1 (C): -0.950, atom 2 (N): -0.187, atom 3 (C): -0.871, atom 4 (C): -0.543, atom 5 (N): -0.378, atom 6 (C): -0.875, atom 7 (H): 0.345, atom 8 (H): 0.226, atom 9 (H): 0.272, atom 10 (H): 0.252, atom 11 (H): 0.387, atom 12 (H): 0.471, atom 13 (H): 0.324, atom 14 (H): 0.311, atom 15 (H): 0.269, atom 16 (H): 0.280, atom 17 (H): 0.347, atom 18 (H): 0.320

---

(10)
The following is a quantum chemistry calculation of one molecule with the formula C4H12N2 at a distorted geometry, from OMol25.

SMILES: CN(C)CCN
E_HOMO: -7.77 eV
gap between HOMO and LUMO: 8.8575 eV

```
! wB97M-V def2-TZVPD RIJCOSX def2/J DEFGRID3
* xyz 0 1
C -1.143 1.375 -1.016
N -0.645 0.402 -0.024
C -1.269 0.370 1.300
C 0.001 -0.844 -0.509
C 1.316 -1.291 0.182
N 2.340 -0.275 0.068
H -1.045 2.355 -0.511
H -2.307 1.224 -1.048
H -0.565 1.306 -2.077
H -1.375 1.453 1.445
H -2.211 -0.099 1.313
H -0.578 -0.190 1.998
H 0.429 -0.652 -1.491
H -0.813 -1.628 -0.615
H 1.392 -2.244 -0.408
H 1.199 -1.528 1.268
H 3.252 -0.391 0.283
H 2.021 0.655 -0.156
*
```

So, what does the Mulliken scheme give us? The charges, in e, come out as: atom 1 (C): -0.831, atom 2 (N): 0.205, atom 3 (C): -0.865, atom 4 (C): -0.911, atom 5 (C): -0.234, atom 6 (N): -0.401, atom 7 (H): 0.285, atom 8 (H): 0.275, atom 9 (H): 0.242, atom 10 (H): 0.250, atom 11 (H): 0.333, atom 12 (H): 0.217, atom 13 (H): 0.372, atom 14 (H): 0.301, atom 15 (H): 0.262, atom 16 (H): 0.235, atom 17 (H): 0.093, atom 18 (H): 0.172

---

(11)
The following is a quantum chemistry calculation of a 2-piece molecular cluster, C4H12N2 overall at a distorted geometry, from OMol25.

SMILES: [H]/N=C/N.CCC
E_HOMO: -9.17 eV
gap between HOMO and LUMO: 10.1944 eV

```
! wB97M-V def2-TZVPD RIJCOSX def2/J DEFGRID3
* xyz 0 1
H 1.801 3.361 -1.647
N 1.616 2.672 -0.918
C 2.445 1.700 -1.065
N 2.163 0.501 -0.495
H 3.441 1.772 -1.495
H 2.931 -0.062 -0.171
H 1.257 0.197 -0.199
C -1.436 0.166 1.282
C -0.947 -1.239 0.867
C -1.683 -1.770 -0.384
H -1.728 0.237 2.341
H -2.451 0.252 0.911
H -0.829 0.961 0.856
H -0.950 -1.898 1.731
H 0.084 -1.155 0.508
H -2.576 -1.173 -0.608
H -1.094 -1.738 -1.295
H -2.043 -2.787 -0.218
*
```

So, what does the Mulliken scheme give us? The charges, in e, come out as: atom 1 (H): 0.212, atom 2 (N): -0.603, atom 3 (C): -0.004, atom 4 (N): -0.324, atom 5 (H): 0.318, atom 6 (H): 0.196, atom 7 (H): 0.184, atom 8 (C): -0.919, atom 9 (C): -0.094, atom 10 (C): -1.022, atom 11 (H): 0.294, atom 12 (H): 0.290, atom 13 (H): 0.250, atom 14 (H): 0.395, atom 15 (H): -0.026, atom 16 (H): 0.280, atom 17 (H): 0.301, atom 18 (H): 0.272

---

(12)
The following is a quantum chemistry calculation of one molecule with the formula C4H12N2 at a distorted geometry, from OMol25.

SMILES: CNC[C@@H](C)N
E_HOMO: -8.65 eV
gap between HOMO and LUMO: 9.7928 eV

```
! wB97M-V def2-TZVPD RIJCOSX def2/J DEFGRID3
* xyz 0 1
C 2.354 0.516 -0.130
N 1.628 -0.765 -0.346
C 0.330 -0.778 0.345
C -0.790 -0.008 -0.363
C -2.230 -0.475 -0.189
N -0.661 1.367 0.071
H 3.382 0.246 -0.353
H 1.969 1.418 -0.739
H 2.154 0.877 0.954
H 2.445 -1.442 -0.128
H 0.367 -0.238 1.414
H 0.051 -1.901 0.660
H -0.612 -0.086 -1.431
H -2.631 -0.870 0.955
H -2.427 -1.439 -0.769
H -2.974 0.260 -0.515
H -1.075 1.317 1.086
H -1.280 2.002 -0.525
*
```

So, what does the Mulliken scheme give us? The charges, in e, come out as: atom 1 (C): -0.773, atom 2 (N): -0.469, atom 3 (C): -0.423, atom 4 (C): 0.238, atom 5 (C): -1.401, atom 6 (N): -0.622, atom 7 (H): 0.364, atom 8 (H): 0.196, atom 9 (H): 0.217, atom 10 (H): 0.299, atom 11 (H): 0.202, atom 12 (H): 0.316, atom 13 (H): 0.313, atom 14 (H): 0.247, atom 15 (H): 0.354, atom 16 (H): 0.373, atom 17 (H): 0.300, atom 18 (H): 0.269

---

Number 1: E_tot -749.67387 Ha. Number 2: E_tot -566.51413 Ha. Number 3: E_tot -964.65697 Ha. Number 4: E_tot -683.09705 Ha. Number 5: E_tot -758.32469 Ha. Number 6: E_tot -1060.14910 Ha. Number 7: E_tot -269.07964 Ha. Number 8: E_tot -268.89015 Ha. Number 9: E_tot -269.01081 Ha. Number 10: E_tot -269.03303 Ha. Number 11: E_tot -269.07546 Ha. Number 12: E_tot -269.03199 Ha.